Entry 1:
Here is one molecule with the formula C18H23NO6S from OMol25. Energies are from ωB97M-V with the def2-TZVPD basis set.

The geometry in ORCA input format:
```
! RIJCOSX wB97M-V def2-TZVPD def2/J DEFGRID3
* xyz 0 1
S 3.4586 -1.3411 1.6068
O 6.1193 -7.8616 -0.4161
O -4.4784 2.6903 0.4798
O -0.6496 1.1269 0.3346
O -0.9832 -0.3886 2.0217
O 0.6364 -2.4396 -1.4132
O -2.3891 2.4079 -0.4985
N 1.0087 -1.9793 0.8982
C 1.8614 0.3137 2.9906
C -4.1039 5.1323 -1.2756
C 5.7403 -6.8559 0.1509
C 2.2108 -2.6539 1.4001
C 2.2584 0.0383 1.5306
C 2.7705 -4.5437 -0.3448
C 4.4334 -6.2927 -0.1340
C 3.9320 -5.0999 0.3309
C -2.0411 1.4983 0.5298
C 1.0522 -0.5195 0.7497
C -4.2129 3.6867 -1.6760
C -0.2976 0.0895 1.1129
C 0.9844 -2.7283 -0.2692
C 2.8905 1.2262 0.8452
C -3.3432 3.4320 -2.9021
C 2.1223 -3.4566 0.1221
C -5.6595 3.3626 -2.0760
C -3.7000 2.8541 -0.4428
H -6.3013 3.5385 -1.2498
H 1.2015 1.1697 3.0053
H 1.1934 -0.2471 -0.3007
H -4.8360 5.3220 -0.4972
H -2.6987 0.6079 0.4887
H -3.0941 5.3386 -0.8928
H -5.9921 3.9422 -2.9379
H 2.7591 0.4945 3.5648
H 2.0662 -3.2600 2.3533
H -4.2316 5.8084 -2.1289
H 4.4284 -4.5514 1.1056
H 3.8693 -6.7862 -0.8967
H -3.2683 2.3645 -3.0750
H -5.7198 2.2840 -2.3334
H -2.1967 1.9228 1.5399
H -2.3093 3.8298 -2.8033
H 6.3880 -6.4420 0.9142
H 1.3437 -0.5545 3.4291
H 2.4147 -5.0297 -1.2478
H 2.0814 1.9438 0.5567
H -3.7816 3.9128 -3.8040
H 3.4960 0.9661 -0.0350
H 3.5670 1.7271 1.5892
*
```

Properties
* orbital gap: 8.061 eV
* energy above the lowest of the compared OMol25 structures with the same formula, charge and spin: 0.087 eV
* molar mass: 381.450 g mol⁻¹
* SMILES string: CC(C)(C)C(=O)OCOC(=O)[C@@H]1N2C(=O)/C(=C/C=C/C=O)[C@H]2SC1(C)C
* E_HOMO: -9.351 eV
* maximum force: 5.03 eV/Å
* E_LUMO: -1.291 eV

These are the natural (NBO) partial charges, in e, on atoms 1 to 2: 0.20 -0.50

***

Entry 2:
Here is C18H23PtS3Si as an isolated structure from OMol25. Energies are from ωB97M-V with the def2-TZVPD basis set.

The geometry in ORCA input format:
```
! RIJCOSX wB97M-V def2-TZVPD def2/J DEFGRID3
* xyz 3 5
Pt -0.0765 -0.3087 -0.9473
S -0.0004 1.6966 -2.2778
S -1.0281 -1.4228 -2.8799
S 2.0935 -0.8754 -1.8300
Si -1.0594 -0.7520 1.2742
C -1.5391 3.1413 2.6862
C 2.3986 -0.8123 3.6002
C 2.4484 0.4965 -2.9808
C 2.1954 -1.9968 4.3464
C -2.8725 3.0895 3.1553
C -1.6307 0.0276 -3.7877
C -3.6459 1.9099 3.0390
C 0.1044 -2.4158 3.2388
C 1.7933 1.7941 -2.5474
C -0.6371 1.1668 -3.9053
C 0.2775 -1.2158 2.4742
C -3.0936 0.7955 2.4750
C 1.0445 -2.7975 4.1530
C -0.9820 2.0266 2.1346
C 0.4353 -1.9453 -3.8343
C 1.4558 -0.4231 2.6966
C 1.6227 -2.2366 -2.9373
C -1.7421 0.8143 1.9980
H 2.1535 0.1919 -3.9822
H 0.2099 0.9231 -4.5427
H -1.1338 2.0352 -4.3402
H 2.4998 -2.5053 -3.5293
H -2.5272 0.3252 -3.2412
H 3.2911 -0.2238 3.7646
H 0.1527 -2.8577 -4.3615
H -4.6657 1.8999 3.3998
H -0.7801 -3.0246 3.0952
H 0.0463 2.0575 1.7969
H -3.3067 3.9652 3.6219
H 1.9799 2.5839 -3.2778
H -1.9538 -0.3054 -4.7761
H 0.6497 -1.1892 -4.5861
H 2.1850 2.1435 -1.5908
H -3.6827 -0.1099 2.3922
H 3.5314 0.6260 -2.9862
H -2.1082 -1.7820 1.3173
H 1.5995 0.4944 2.1398
H 0.9180 -3.7025 4.7318
H 1.4242 -3.0686 -2.2595
H 2.9290 -2.2917 5.0866
H -0.9738 4.0583 2.7836
*
```

Properties
* orbital gap (spin up / spin down): 9.482 / 2.145 eV
* molar mass: 558.747 g mol⁻¹
* E_HOMO (spin up / spin down): -17.906 / -16.181 eV
* maximum force: 1.75 eV/Å
* E_LUMO (spin up / spin down): -8.423 / -14.036 eV

These are the natural (NBO) partial charges, in e, on atoms 1 to 2: 0.45 0.45

***

Entry 3:
Here is C18H24BN11PTi as an isolated structure from OMol25. Energies are from ωB97M-V with the def2-TZVPD basis set.

The geometry in ORCA input format:
```
! RIJCOSX wB97M-V def2-TZVPD def2/J DEFGRID3
* xyz 3 1
Ti -0.3003 0.1039 -0.3349
P 0.9002 -1.5206 -1.7356
N 0.5421 0.1671 1.4092
N -0.2945 1.9911 -0.6595
N -2.0930 -0.1542 0.2868
N 1.7058 -3.1022 -3.7901
N -2.3760 0.7885 1.2657
N 1.9742 -4.0195 -1.5774
N -1.9552 2.8231 2.6834
N -0.8191 2.6455 0.4465
N 3.4485 -2.2606 -2.3534
N -0.0629 1.0576 2.2782
N -3.0301 3.4698 2.1058
C 1.0033 -3.2444 -0.8749
C 3.3302 -3.4660 -1.5286
C -0.8969 3.9354 0.1592
C -3.2463 -0.8602 0.0560
C -3.6481 0.6541 1.6067
C 2.7857 -1.1179 -1.8130
C 0.5985 1.0105 3.4289
C -2.7580 4.1808 4.2352
C 1.5803 -0.4093 2.0757
C -1.7930 3.2581 3.9781
C -4.2330 -0.3894 0.8679
C 1.6495 0.0921 3.3445
C -0.0593 2.9410 -1.6208
C -0.4144 4.1651 -1.1412
C 1.6049 -4.3095 -2.9645
C -3.4990 4.2733 3.0351
C 0.6887 -2.1559 -3.5775
C 3.0683 -2.5637 -3.7347
B -1.3131 1.8764 1.7580
H -0.3083 -2.5856 -3.6520
H 0.3146 1.6187 4.2682
H -4.3541 4.8973 2.8235
H -1.0243 2.9053 4.6399
H 3.6025 -3.2394 -0.4974
H -5.2517 -0.7342 0.9305
H 3.7522 -3.3144 -4.1264
H 2.2929 -5.0553 -3.3583
H -0.3491 5.1130 -1.6489
H -2.9174 4.7196 5.1535
H 0.5928 -4.7099 -3.0088
H 2.2063 -1.1454 1.5967
H -4.0878 1.3048 2.3461
H 2.9071 -0.2492 -2.4595
H 3.1423 -1.6683 -4.3507
H 4.0227 -4.2145 -1.9092
H -3.2719 -1.6570 -0.6703
H 3.1566 -0.8785 -0.8175
H 1.2760 -3.1221 0.1723
H 0.0151 -3.6994 -0.9373
H -1.2975 4.6326 0.8781
H 0.3550 2.6689 -2.5787
H 0.7808 -1.2863 -4.2252
H 2.3570 -0.1608 4.1163
*
```

Properties
* orbital gap (spin up / spin down): 5.550 / 5.551 eV
* energy above the lowest of the compared OMol25 structures with the same formula, charge and spin: 0.150 eV
* molar mass: 484.120 g mol⁻¹
* E_HOMO (spin up / spin down): -17.218 / -17.218 eV
* maximum force: 0.58 eV/Å
* E_LUMO (spin up / spin down): -11.668 / -11.667 eV

These are the natural (NBO) partial charges, in e, on atoms 1 to 2: 1.71 0.49